Entry 1:
{
  "formula": "C5H8O2",
  "method": "ωB97M-V/def2-TZVPD",
  "relative_energy_kcal_mol": 119.1,
  "gap_ha": 0.360,
  "homo_energy_ev": -9.26,
  "e_tot_ev": -9404.6690,
  "symbols": ["O", "O", "C", "C", "C", "C", "C", "H", "H", "H", "H", "H", "H", "H", "H"],
  "positions_angstrom": [[-0.597, 0.838, -1.492], [-1.101, -1.630, -0.277], [1.674, -0.529, 0.208], [-0.006, 1.485, 0.099], [0.427, 0.161, 0.726], [-1.332, 0.863, -0.265], [-0.988, -0.446, 0.449], [-2.313, 1.331, -0.334], [-0.759, -1.450, -1.162], [1.838, -1.483, 0.720], [2.560, 0.098, 0.357], [1.588, -0.733, -0.864], [-1.562, -0.580, 1.369], [0.038, 1.701, -1.336], [0.533, 0.373, 1.801]],
  "nbo_charge": [-0.62, -0.69, -0.61, 0.01, -0.34, -0.04, 0.08, 0.19, 0.48, 0.22, 0.22, 0.21, 0.19, 0.46, 0.24]
}



Entry 2:
{
  "formula": "C5H8O2",
  "method": "ωB97M-V/def2-TZVPD",
  "relative_energy_kcal_mol": 46.4,
  "gap_ha": 0.394,
  "homo_energy_ev": -10.04,
  "e_tot_ev": -9407.8191,
  "smiles": "O=CCC=O.C=C",
  "symbols": ["O", "O", "C", "C", "C", "C", "C", "H", "H", "H", "H", "H", "H", "H", "H"],
  "positions_angstrom": [[-0.927, 1.829, 1.130], [2.319, -0.418, -0.709], [1.352, 0.228, -1.027], [-0.522, 1.539, 0.032], [-0.245, -1.809, 0.776], [-1.526, -1.499, 0.599], [0.944, 1.521, -0.349], [0.334, -1.394, 1.599], [-1.225, 1.275, -0.787], [1.096, 2.331, -1.082], [0.284, -2.486, 0.108], [1.569, 1.704, 0.528], [-2.109, -1.916, -0.221], [0.697, -0.091, -1.868], [-2.042, -0.816, 1.271]],
  "nbo_charge": [-0.51, -0.51, 0.45, 0.45, -0.40, -0.40, -0.63, 0.20, 0.11, 0.25, 0.20, 0.25, 0.19, 0.11, 0.21]
}



Entry 3:
{
  "formula": "C5H8O2",
  "method": "ωB97M-V/def2-TZVPD",
  "relative_energy_kcal_mol": 28.3,
  "gap_ha": 0.411,
  "homo_energy_ev": -10.16,
  "e_tot_ev": -9408.6059,
  "smiles": "CC1(OC=O)CC1",
  "symbols": ["O", "O", "C", "C", "C", "C", "C", "H", "H", "H", "H", "H", "H", "H", "H"],
  "positions_angstrom": [[-0.358, -0.091, 1.310], [0.043, -2.312, 1.052], [-0.072, -1.329, 1.733], [-0.562, 1.584, -0.404], [-0.046, 0.224, -0.052], [-1.192, 0.354, -1.009], [1.319, -0.309, -0.456], [1.845, -0.662, 0.433], [1.235, -1.173, -1.119], [-1.128, 2.093, 0.371], [-2.182, 0.068, -0.667], [0.109, -1.295, 2.817], [-0.998, 0.154, -2.061], [1.945, 0.458, -0.916], [0.040, 2.235, -1.033]],
  "nbo_charge": [-0.50, -0.57, 0.65, -0.43, 0.23, -0.43, -0.63, 0.22, 0.23, 0.23, 0.23, 0.12, 0.22, 0.22, 0.22]
}